# 1
DFT (ωB97M-V/def2-TZVPD) results for a molecular structure, C60H40AsCl5N4O2PTi in a non-equilibrium geometry.

Results
gap between HOMO and LUMO (alpha / beta): 6.2 / 6.2 eV
multiplicity: 3
maximum force: 2.7 eV/Å
charge: -1
expectation value of S²: 2.0273
ΔE to the lowest compared entry with this formula, charge and spin: 328.1 kJ/mol

```
114
Properties=species:S:1:pos:R:3:forces:R:3:mulliken_charge:R:1
Ti -1.08350 -0.92988 -0.49407 -0.21 -1.36 0.71 0.35
C 0.59358 -3.50765 -5.19996 -0.01 -0.02 -0.13 -0.87
C -0.28959 -2.48727 -4.87841 0.08 0.08 -0.01 -0.82
C -0.55969 -2.18868 -3.55564 0.12 -0.13 0.25 -0.03
C 0.03942 -2.90584 -2.50906 0.07 -0.17 -0.22 -0.18
C 0.93479 -3.92866 -2.84958 0.03 0.08 0.05 -0.07
C 1.20108 -4.21935 -4.17588 0.00 -0.03 0.02 -1.10
N -0.28162 -2.56754 -1.19963 0.28 -0.34 -0.62 1.85
C -0.33110 -3.48655 -0.17314 0.03 -0.43 0.74 -0.08
C -0.37694 -4.88724 -0.27398 -0.11 0.11 -0.07 -0.67
C -0.49600 -5.68470 0.84734 0.07 -0.09 -0.02 -1.01
C -0.54601 -5.12491 2.11933 -0.04 -0.05 0.00 -0.99
C -0.47975 -3.75582 2.26111 -0.27 0.11 -0.05 -0.38
C -0.38676 -2.92798 1.13616 0.06 -1.18 -0.22 -0.02
N -0.17744 -1.55931 1.20513 1.30 0.88 1.19 2.14
N 0.29884 -1.22517 2.40431 -0.41 -0.65 0.10 -0.99
C 1.23984 -0.28493 2.62899 0.21 0.44 -0.33 -0.80
C 1.68371 -0.22247 3.97686 -0.10 0.00 0.05 -1.05
C 2.74909 0.57229 4.30823 -0.07 0.04 0.01 -0.56
C 3.34350 1.34118 3.31083 -0.01 0.10 0.00 -0.89
C 2.80821 1.27184 2.03638 0.07 0.06 -0.05 0.12
N 1.80843 0.47799 1.66452 -0.27 -0.19 0.21 0.96
H 0.80370 -3.74904 -6.23452 -0.01 0.00 -0.01 0.39
H -0.79143 -1.92839 -5.65927 0.01 0.02 -0.01 0.45
H -1.29901 -1.44033 -3.31038 -0.12 0.02 -0.09 0.27
H 1.44114 -4.47785 -2.06849 0.03 0.02 0.00 0.65
H 1.90677 -5.00666 -4.41212 0.01 -0.01 0.01 0.37
H -0.35876 -5.35383 -1.24661 0.02 0.01 -0.01 0.49
H -0.55364 -6.75979 0.72689 0.02 -0.01 -0.02 0.42
H -0.62638 -5.76146 2.99148 -0.02 0.02 0.02 0.38
H -0.50843 -3.28632 3.23360 0.06 -0.01 -0.01 0.52
H 1.18048 -0.84038 4.70788 -0.02 -0.03 -0.03 0.49
H 3.12248 0.60764 5.32460 -0.04 -0.03 0.02 0.38
H 4.18654 1.98592 3.51857 -0.02 0.04 -0.03 0.47
H 3.21811 1.90343 1.26118 0.08 0.05 -0.15 -0.07
O -2.34171 0.55432 -2.77237 0.28 0.21 -0.28 -0.63
C -1.20858 0.87254 -2.44025 -0.44 0.13 -0.48 0.25
O -0.75419 0.72256 -1.23107 -0.04 2.43 -1.16 0.16
C -0.20524 1.38067 -3.42278 0.66 -0.04 0.02 -0.45
C -0.62577 2.16648 -4.49297 -0.14 -0.10 0.20 -0.19
C 0.28706 2.62891 -5.41866 0.12 0.04 -0.08 -0.76
C 1.63065 2.29714 -5.28430 -0.06 0.03 -0.05 -0.96
C 2.05551 1.52681 -4.21696 -0.04 0.02 -0.06 -0.09
C 1.15467 1.04637 -3.26487 -0.36 0.06 -0.04 -0.32
P 1.75132 0.09951 -1.77695 1.12 -0.15 -0.38 2.49
C 2.84487 -1.19846 -2.50155 -0.16 0.01 -0.07 0.77
C 3.42125 -2.04871 -1.55422 -0.12 -0.02 0.02 -0.70
C 4.29966 -3.04861 -1.93535 0.06 -0.03 -0.01 -0.75
C 4.60204 -3.22871 -3.27851 0.00 -0.01 0.01 -0.76
C 3.98695 -2.43013 -4.22885 0.03 0.00 -0.08 -0.73
C 3.11126 -1.42372 -3.84647 0.01 -0.04 0.04 -0.69
C 3.11831 1.29463 -1.38040 -0.23 0.29 0.16 0.40
C 4.38396 0.91905 -0.93912 -0.03 -0.03 -0.09 -0.59
C 5.32358 1.87194 -0.57107 0.07 0.03 -0.01 -0.58
C 5.02409 3.22341 -0.64018 0.03 -0.03 0.00 -0.70
C 3.76262 3.61387 -1.06727 -0.03 0.07 0.09 -0.74
C 2.82063 2.66131 -1.41886 -0.02 -0.09 0.18 -0.59
H -1.67656 2.41841 -4.55863 -0.01 -0.05 -0.06 0.54
H -0.03131 3.25833 -6.23981 -0.05 -0.02 -0.01 0.40
H 2.34976 2.65316 -6.01151 0.02 0.02 0.01 0.44
H 3.11176 1.31694 -4.10831 0.00 -0.02 0.03 0.64
H 3.15873 -1.92058 -0.50801 0.00 -0.05 0.01 0.39
H 4.73887 -3.69938 -1.18932 0.00 0.02 0.03 0.43
H 5.29796 -4.00085 -3.58268 -0.03 -0.03 0.00 0.35
H 4.17638 -2.59932 -5.28207 0.01 0.01 -0.01 0.38
H 2.61808 -0.83235 -4.60432 0.00 -0.03 -0.04 0.37
H 4.65160 -0.12583 -0.88382 0.02 0.00 0.02 0.37
H 6.29695 1.55016 -0.22167 0.02 -0.01 -0.02 0.42
H 5.76254 3.96401 -0.36035 0.00 0.01 0.01 0.36
H 3.50690 4.66589 -1.10878 -0.02 0.00 -0.02 0.40
H 1.82789 2.97757 -1.71653 0.03 0.06 -0.05 0.28
Cl -2.75810 -4.12996 -2.09116 0.09 -0.13 -0.14 -0.19
C -3.62111 -3.02461 -1.08638 0.15 0.51 0.06 1.05
C -3.06102 -1.77295 -0.73339 -1.78 -0.55 0.01 -0.44
C -4.04469 -0.89983 -0.24312 0.28 -0.57 -0.17 -0.16
Cl -3.56786 0.73946 -0.03381 -0.42 0.31 0.11 0.08
C -5.35117 -1.23398 0.08615 -0.12 0.11 0.10 0.09
Cl -6.41483 -0.05816 0.76578 -0.08 0.01 0.05 -0.21
C -5.78553 -2.53348 -0.12207 0.09 0.07 -0.09 0.30
Cl -7.36791 -3.01884 0.34712 -0.06 0.01 0.00 -0.22
C -4.92423 -3.41186 -0.76683 -0.03 -0.09 0.05 0.01
Cl -5.50258 -4.98695 -1.17420 -0.07 -0.07 0.03 -0.22
C -4.04370 5.31909 0.82411 0.02 0.04 -0.01 -0.54
C -2.89022 5.07425 0.09408 -0.02 0.07 0.01 -0.86
C -2.12650 3.94911 0.36660 0.07 -0.20 -0.04 -0.19
C -2.50084 3.05858 1.36890 -0.03 -0.06 -0.25 0.42
C -3.65638 3.31371 2.09696 0.00 -0.15 0.08 -0.23
C -4.42326 4.43692 1.82646 0.02 0.02 0.02 -0.78
As -1.27145 1.53388 1.66435 0.08 0.73 1.22 0.54
C -0.47091 2.63549 3.08652 0.33 -0.06 0.12 0.49
C 0.37706 3.71519 2.90424 0.09 -0.08 -0.14 -0.61
C 0.82905 4.44221 3.99620 -0.02 -0.01 -0.04 -0.73
C 0.43159 4.07847 5.27497 -0.02 0.08 0.06 -0.94
C -0.43971 3.01733 5.46579 -0.04 0.01 0.05 -0.62
C -0.90519 2.29408 4.37295 0.17 0.16 -0.15 -0.11
C -1.82990 1.15483 4.41100 -0.17 -0.19 -0.17 0.88
C -2.35713 0.56758 5.55684 0.05 0.06 0.10 -0.83
C -3.16049 -0.55698 5.45846 -0.01 -0.03 -0.01 -0.83
C -3.41826 -1.12579 4.21860 -0.02 0.04 0.00 -1.20
C -2.90523 -0.53798 3.07181 -0.03 -0.05 -0.15 -0.63
C -2.15120 0.62298 3.15286 -0.06 -0.06 0.14 0.67
H -4.64759 6.19205 0.61050 0.00 0.01 0.00 0.37
H -2.58613 5.75722 -0.68964 -0.01 -0.01 -0.02 0.44
H -1.23393 3.73989 -0.21680 -0.02 0.07 -0.03 0.36
H -3.96649 2.61980 2.87039 -0.01 0.01 0.00 0.40
H -5.32213 4.62512 2.40070 -0.01 -0.02 -0.01 0.41
H 0.69174 3.98558 1.90212 0.05 0.03 0.01 0.42
H 1.48630 5.29099 3.85279 0.04 -0.03 -0.01 0.42
H 0.79429 4.63832 6.12845 -0.02 -0.01 0.02 0.37
H -0.75905 2.76944 6.47120 -0.01 -0.06 -0.01 0.39
H -2.13320 0.97747 6.53463 0.03 0.01 -0.01 0.37
H -3.57093 -1.00640 6.35432 0.02 0.00 0.01 0.36
H -4.01462 -2.02619 4.14393 0.01 -0.01 -0.01 0.48
H -3.07268 -1.01471 2.11378 -0.06 0.02 0.02 0.51
```
Positions in Å, forces in eV/Å.

***

# 2
DFT (ωB97M-V/def2-TZVPD) results for a molecular structure, C69H85Ge2NO3P2SbTi in a non-equilibrium geometry.

Results
gap between HOMO and LUMO (alpha / beta): 5.9 / 5.8 eV
multiplicity: 2
maximum force: 2.8 eV/Å
expectation value of S²: 0.7623
ΔE to the lowest compared entry with this formula, charge and spin: 1.8 kJ/mol

```
164
Properties=species:S:1:pos:R:3:forces:R:3:mulliken_charge:R:1
Ti -0.10745 -0.24568 -0.62106 1.18 -1.09 -2.32 -1.11
C -3.68046 -1.82191 -3.51717 0.00 -0.01 0.10 -1.32
C -3.21947 -0.36678 -3.55937 -0.01 0.00 0.04 1.30
C -3.49638 0.19185 -4.95965 -0.05 -0.01 0.07 -2.06
P -1.49504 -0.06760 -2.92893 0.08 0.26 -0.26 1.88
C -0.29659 -0.17270 -4.36986 0.08 -0.03 0.08 2.28
C -0.36611 0.93136 -5.42780 0.01 0.00 0.02 -2.03
C -0.25011 -1.54324 -5.04850 0.01 0.00 0.01 -0.90
C -1.46082 1.74056 -2.65458 -0.14 -0.01 -0.11 -0.46
C -2.49422 2.60389 -3.00029 0.05 0.04 -0.03 -0.78
C -2.34801 3.98531 -2.98798 0.04 -0.08 0.01 1.03
C -3.48931 4.89739 -3.33962 -0.03 0.03 0.00 -2.00
C -1.09021 4.48004 -2.66258 -0.02 0.00 -0.05 -1.07
C -0.05755 3.64829 -2.27007 -0.02 0.03 0.08 -0.04
C -0.24048 2.25797 -2.16905 0.03 -0.11 -0.22 -0.59
N 0.71239 1.37901 -1.64988 -0.41 0.34 0.26 1.22
C 1.95054 2.04802 -1.36460 0.13 -0.14 -0.15 -1.33
C 2.13467 2.81337 -0.20735 0.07 -0.06 0.05 0.98
C 1.10494 2.88606 0.87712 -0.24 -0.02 -0.02 -1.00
C 3.28358 3.58852 -0.07497 0.04 -0.08 0.05 -0.83
C 4.27058 3.62303 -1.04557 0.02 -0.06 -0.01 0.56
C 5.50806 4.45677 -0.86667 0.02 0.01 -0.01 -1.69
C 4.07741 2.85459 -2.18624 0.00 -0.01 0.06 -0.94
C 2.93220 2.08820 -2.36461 0.03 0.03 -0.01 1.43
C 2.70216 1.40916 -3.68125 0.07 0.00 -0.04 -0.91
H -3.14962 -2.43803 -4.24205 0.03 -0.02 -0.02 0.17
H -4.74247 -1.85493 -3.76914 -0.03 -0.01 -0.01 0.66
H -3.55622 -2.27108 -2.53509 -0.02 0.02 -0.04 0.11
H -3.83095 0.16959 -2.82452 0.05 0.01 -0.06 0.24
H -3.06045 -0.45546 -5.71937 0.04 -0.03 -0.04 0.35
H -3.12435 1.19851 -5.12145 0.03 0.05 0.00 0.39
H -4.57652 0.19775 -5.12387 -0.01 0.00 -0.02 0.45
H 0.64661 -0.03490 -3.82989 -0.26 -0.07 -0.10 -1.53
H -1.12852 0.73172 -6.17733 -0.07 -0.02 -0.02 0.39
H 0.59454 0.96565 -5.94870 -0.01 0.00 -0.02 0.56
H -0.54796 1.91789 -5.00182 0.00 0.00 0.01 0.25
H 0.41286 -1.48756 -5.91532 0.01 -0.01 0.00 0.63
H 0.13742 -2.32463 -4.39585 -0.02 -0.03 0.05 -0.14
H -1.22837 -1.86271 -5.40953 -0.04 0.00 -0.02 0.26
H -3.45195 2.20050 -3.29910 -0.04 -0.02 -0.01 0.21
H -4.41887 4.33795 -3.44025 -0.03 -0.01 -0.01 0.41
H -3.31306 5.41810 -4.28216 0.01 0.02 -0.03 0.39
H -3.64064 5.65875 -2.57227 -0.01 0.02 0.02 0.38
H -0.90970 5.54863 -2.70312 0.00 0.03 0.01 0.39
H 0.89745 4.08176 -2.01046 0.00 0.04 0.02 0.60
H 0.20415 3.39498 0.52969 -0.10 0.02 -0.05 0.65
H 1.49684 3.43627 1.73073 -0.02 0.04 0.03 0.67
H 0.82530 1.89227 1.22737 -0.01 0.02 -0.03 -0.75
H 3.40209 4.18446 0.82310 0.00 0.03 0.05 0.34
H 5.41494 5.11380 -0.00267 0.00 0.01 0.01 0.42
H 5.69776 5.07524 -1.74508 0.01 0.00 -0.01 0.38
H 6.38613 3.82708 -0.71301 0.03 -0.04 0.01 0.31
H 4.81901 2.87621 -2.97698 0.04 0.00 -0.04 0.41
H 3.60070 1.44495 -4.29680 0.02 0.01 -0.02 0.56
H 1.89435 1.89994 -4.22940 0.01 0.02 0.03 0.16
H 2.41536 0.36870 -3.55221 0.09 -0.01 0.03 -0.34
O 1.19479 -2.91820 0.83397 0.32 1.35 0.53 -0.82
C 1.44879 -1.81413 1.33397 0.13 -0.85 -0.54 -0.72
O 1.05795 -0.68673 0.77337 0.52 -0.81 1.47 0.88
C 2.23757 -1.76506 2.63624 -0.30 -0.29 -0.31 -0.37
C 2.22866 -2.98104 3.32574 0.11 -0.07 0.11 -0.34
C 2.80515 -3.10554 4.57523 -0.01 0.11 -0.06 -1.01
C 3.40144 -1.99702 5.16357 -0.03 -0.02 -0.06 -1.02
C 3.45370 -0.80380 4.46658 0.02 -0.04 0.12 -0.60
C 2.90316 -0.66874 3.19094 0.04 0.09 -0.04 0.42
P 3.22750 0.86199 2.21783 0.06 -0.10 -0.03 2.05
C 5.02777 0.68384 1.91999 0.03 -0.01 -0.01 -0.01
C 5.40635 0.59554 0.58471 -0.01 0.01 -0.03 -0.58
C 6.73885 0.43046 0.23029 0.03 0.02 -0.03 -1.15
C 7.71121 0.37396 1.21384 0.01 0.01 0.00 -0.73
C 7.34789 0.47648 2.55207 0.04 -0.01 0.00 -0.81
C 6.01763 0.62752 2.90072 -0.01 -0.06 0.05 -0.13
C 3.17359 2.10663 3.55056 -0.06 0.00 -0.04 0.05
C 4.11130 3.12857 3.65070 0.07 0.07 -0.05 -0.64
C 3.93352 4.16545 4.55730 0.00 0.02 0.03 -0.76
C 2.81488 4.19639 5.37409 -0.02 -0.04 -0.01 -0.66
C 1.86937 3.18108 5.27924 0.01 0.07 0.04 -0.68
C 2.04677 2.15093 4.37367 -0.05 -0.01 0.02 -0.55
H 1.73609 -3.82579 2.86467 0.02 0.05 -0.01 0.62
H 2.77263 -4.05506 5.09162 0.00 -0.03 0.03 0.45
H 3.83439 -2.06363 6.15308 0.02 -0.01 0.02 0.45
H 3.93260 0.05285 4.92499 -0.02 -0.05 -0.01 0.38
H 4.64631 0.66174 -0.18338 -0.06 0.03 -0.08 0.70
H 7.01212 0.35356 -0.81402 0.01 0.01 -0.02 0.50
H 8.75235 0.25741 0.94365 0.02 -0.02 -0.01 0.41
H 8.10518 0.43373 3.32439 0.01 0.00 0.00 0.44
H 5.75195 0.70302 3.94749 0.00 0.02 -0.02 0.34
H 4.98915 3.12029 3.01460 -0.03 0.01 0.02 0.48
H 4.67633 4.94964 4.62483 0.01 0.02 0.00 0.43
H 2.67729 5.00468 6.07873 -0.01 0.03 0.03 0.40
H 0.99052 3.19634 5.91093 -0.01 0.00 0.01 0.46
H 1.30131 1.36512 4.30601 0.01 0.01 -0.01 0.46
C -5.24535 4.26260 4.39726 -0.02 0.04 0.02 -1.58
C -4.34691 3.34520 3.62300 -0.01 0.05 -0.04 0.62
C -3.93774 3.66264 2.33806 0.02 -0.03 0.03 -0.96
C -3.11998 2.82838 1.58607 -0.06 -0.01 0.06 1.13
C -2.83444 3.24928 0.18281 0.10 0.02 -0.07 -0.40
C -2.66487 1.62874 2.17130 0.00 -0.15 0.21 -0.35
C -1.73054 0.71151 1.55258 -0.21 0.11 0.41 0.84
O -1.35243 0.73313 0.37278 -1.05 1.32 0.99 1.79
C -3.11091 1.27493 3.47344 0.07 0.04 -0.10 0.86
C -2.75126 -0.03981 4.09874 -0.01 -0.02 0.04 -1.02
C -3.93337 2.13450 4.16892 -0.01 -0.03 0.00 -0.85
H -5.29042 5.25049 3.94228 0.00 0.01 0.00 0.38
H -4.90175 4.37052 5.42637 0.00 -0.01 0.00 0.38
H -6.26040 3.86192 4.43321 0.00 -0.01 0.00 0.31
H -4.26988 4.59186 1.89177 -0.01 0.04 -0.01 0.44
H -3.61081 2.85582 -0.47583 -0.03 -0.05 -0.05 0.21
H -1.88984 2.88833 -0.20420 0.08 0.01 0.00 -1.46
H -2.85868 4.33500 0.10397 -0.02 0.02 -0.02 0.77
H -1.30103 -0.08610 2.17218 -0.14 0.12 0.04 -0.77
H -1.69402 -0.09887 4.35647 0.06 -0.01 0.00 0.23
H -2.97179 -0.86939 3.42823 -0.03 -0.03 -0.01 -0.04
H -3.32035 -0.18857 5.01438 -0.01 0.00 0.01 0.37
H -4.27274 1.85143 5.15759 -0.01 0.00 0.04 0.42
C 3.79325 -2.60621 -0.65762 0.07 -0.02 -0.12 -1.42
Sb 2.15344 -2.27196 -1.99704 -0.13 -0.01 0.23 0.50
C 3.41104 -2.09777 -3.73249 -0.07 0.01 -0.02 -1.41
C 1.80837 -4.35971 -2.27380 0.01 0.04 0.01 -1.16
H 4.67625 -2.84607 -1.25236 -0.01 0.01 0.04 0.64
H 3.53059 -3.45007 -0.02365 0.01 -0.01 0.00 0.36
H 4.01082 -1.74916 -0.02792 0.00 0.13 0.05 0.18
H 3.91343 -3.05319 -3.86815 0.06 -0.05 -0.03 0.51
H 4.15312 -1.31932 -3.57573 0.07 0.07 0.02 0.38
H 2.84113 -1.86058 -4.62810 -0.05 0.00 -0.06 0.32
H 2.78156 -4.84720 -2.22305 0.00 -0.05 -0.01 0.61
H 1.34798 -4.55817 -3.23793 -0.02 -0.01 -0.05 0.39
H 1.15661 -4.73401 -1.48855 -0.02 -0.01 0.04 0.03
C -3.36577 -4.44036 2.78124 0.01 0.05 0.02 -1.52
Ge -1.64332 -3.71032 2.14799 0.14 -0.03 0.01 2.51
C -0.96402 -2.85251 3.79796 -0.05 0.05 -0.05 -1.10
C -0.46023 -5.27520 1.88617 -0.12 -0.05 -0.01 -1.19
Ge -1.75437 -2.37892 0.06257 -0.10 -0.16 -0.43 -0.05
C -1.82924 -3.94726 -1.19621 0.04 -0.03 0.12 0.77
C -2.32169 -5.21344 -0.87031 -0.09 0.01 0.10 0.27
C -2.39595 -6.23858 -1.80238 -0.01 -0.01 -0.02 -1.16
C -1.97833 -6.02763 -3.10868 0.00 0.00 0.02 -0.93
C -1.48419 -4.78273 -3.46037 0.02 -0.03 -0.02 -0.62
C -1.40777 -3.77711 -2.50875 0.13 0.15 -0.09 0.71
C -3.70483 -1.84183 -0.03184 -0.06 0.01 0.20 -0.12
C -4.71088 -2.80609 0.08306 0.03 -0.03 -0.01 -0.24
C -6.05687 -2.48512 0.00673 -0.04 0.03 -0.02 -1.06
C -6.44969 -1.16733 -0.18561 -0.03 -0.02 0.00 -0.98
C -5.47812 -0.19001 -0.31246 -0.01 0.02 0.01 -0.68
C -4.13200 -0.52894 -0.23680 0.11 0.09 -0.06 1.08
H -3.19276 -4.89753 3.75675 -0.01 -0.04 0.05 0.53
H -3.77485 -5.20052 2.11889 -0.03 -0.05 -0.06 0.42
H -4.11177 -3.65477 2.89468 -0.05 0.04 0.01 0.34
H -0.49214 -3.63098 4.39782 0.05 -0.02 0.04 0.50
H -1.78425 -2.43835 4.37758 -0.06 -0.03 0.05 0.65
H -0.22545 -2.07145 3.62888 -0.01 0.06 0.02 -0.27
H 0.20196 -5.37642 2.74635 0.02 -0.03 0.03 0.59
H 0.14310 -5.17898 0.98871 0.04 0.03 -0.04 0.04
H -1.05045 -6.18827 1.80939 -0.04 -0.04 0.00 0.57
H -2.67287 -5.42173 0.13215 0.02 0.01 0.07 0.18
H -2.78474 -7.20496 -1.50725 -0.01 -0.03 0.01 0.42
H -2.03457 -6.82393 -3.83862 -0.01 -0.03 -0.03 0.36
H -1.15225 -4.59541 -4.47493 0.02 0.01 -0.04 0.41
H -1.01415 -2.80972 -2.79695 0.01 -0.04 0.01 -0.93
H -4.43914 -3.84484 0.20839 0.03 -0.09 0.05 0.45
H -6.80249 -3.26502 0.09354 -0.02 -0.03 0.01 0.44
H -7.49901 -0.90928 -0.24046 -0.03 0.00 -0.01 0.39
H -5.76448 0.84235 -0.47468 -0.01 0.05 -0.01 0.54
H -3.40673 0.26371 -0.38270 -0.02 -0.03 0.00 -0.51
```
Positions in Å, forces in eV/Å.

***

Question: Number 2 is which compound?
Answer: C69H85Ge2NO3P2SbTi